Computed, not measured: a cluster of 5 separate species, C34H74FN5O5 in total, with ωB97M-V/def2-TZVPD.

Output
- frontier orbital gap (eV) = 8.511
- charge = 0
- strongest force on any atom (Eh/bohr) = 0.0316
- spin multiplicity = 1
- LUMO level (eV) = 0.42

Element x y z (Å)
C  5.66287  3.13864  0.67676
C  5.08105  4.32632  1.38692
O  5.27160  4.51697  2.57858
N  4.36939  5.25339  0.58959
C  3.70786  6.30192  1.36318
C  4.09127  7.69996  0.98070
O  2.87547  6.05589  2.20044
C  3.59833  4.73025  -0.50617
O  3.99170  5.42133  -1.72465
C  2.88668  6.08331  -2.19192
O  2.90577  7.12188  -2.79878
O  1.80844  5.35108  -1.84888
C  2.06493  4.86863  -0.48139
C  1.26760  3.57796  -0.32284
C  0.09269  3.74272  0.64142
C  0.53827  3.89887  2.09629
F  0.14731  5.13398  2.56588
H  6.26446  3.44867  -0.16616
H  6.23866  2.55056  1.36727
H  4.86195  2.51892  0.29600
H  3.24063  8.11842  0.45261
H  4.29548  8.28944  1.85896
H  4.91416  7.70256  0.28306
H  3.81359  3.69853  -0.71963
H  1.63668  5.65117  0.13115
H  0.87568  3.31124  -1.29356
H  1.92739  2.77624  -0.00142
H  -0.40666  4.66809  0.38410
H  -0.56314  2.89484  0.50512
H  1.61674  3.82370  2.16559
H  0.08018  3.15324  2.73235
C  2.48850  -0.30969  -1.26659
C  3.02919  0.45169  -2.46737
N  4.47356  0.57014  -2.45872
C  4.97704  1.54430  -3.41362
C  4.75453  1.27546  -4.90613
C  5.21312  -0.67780  -2.37669
C  4.96220  -1.73652  -3.45759
H  2.86082  0.11550  -0.33225
H  1.39900  -0.25342  -1.25386
H  2.75863  -1.36595  -1.29647
H  2.61360  1.46387  -2.44468
H  2.64691  -0.01607  -3.38816
H  6.04580  1.68866  -3.23512
H  4.51501  2.50810  -3.17180
H  5.40021  0.48226  -5.27939
H  4.98904  2.17521  -5.47772
H  3.71982  1.01125  -5.12539
H  5.00045  -1.13096  -1.40452
H  6.27824  -0.43823  -2.34547
H  3.89796  -1.89626  -3.63625
H  5.38368  -2.69098  -3.13690
H  5.43301  -1.48006  -4.40478
C  -2.55317  -2.34502  -1.85147
C  -1.26771  -2.51046  -1.05502
N  -1.48979  -2.56756  0.37615
C  -0.27710  -2.41496  1.15788
C  0.80674  -3.49209  1.02900
C  -2.41443  -3.59264  0.82577
C  -2.10793  -5.04921  0.45607
H  -3.12602  -1.49085  -1.48894
H  -2.31685  -2.17567  -2.90244
H  -3.18547  -3.23192  -1.79908
H  -0.62834  -1.64667  -1.25529
H  -0.72420  -3.39074  -1.43479
H  -0.55173  -2.31542  2.21129
H  0.17136  -1.45285  0.88692
H  0.52578  -4.41696  1.53064
H  1.72809  -3.14150  1.49912
H  1.03948  -3.71979  -0.01182
H  -3.40568  -3.34587  0.43673
H  -2.51196  -3.50858  1.91056
H  -1.84785  -5.15952  -0.59762
H  -2.99035  -5.66654  0.63735
H  -1.29872  -5.46576  1.05467
C  -2.60116  6.84075  -1.14149
C  -4.09819  6.58032  -1.18354
N  -4.49653  5.46243  -0.35032
C  -5.85016  5.00431  -0.60224
C  -7.00797  5.96403  -0.30215
C  -4.09906  5.54852  1.04431
C  -4.55555  6.77030  1.85115
H  -2.04586  5.92987  -1.37153
H  -2.33113  7.59731  -1.87850
H  -2.27817  7.20662  -0.16563
H  -4.37724  6.34261  -2.21324
H  -4.62868  7.51128  -0.92723
H  -6.00640  4.07494  -0.04812
H  -5.90647  4.72373  -1.65893
H  -7.17648  6.07958  0.76750
H  -7.93104  5.56896  -0.73112
H  -6.84423  6.95120  -0.73478
H  -3.00708  5.50589  1.08675
H  -4.43331  4.63845  1.54810
H  -4.38392  7.70377  1.31378
H  -3.98876  6.82373  2.78253
H  -5.60974  6.71847  2.11878
C  -3.23693  -9.21125  4.59574
C  -2.74218  -8.79220  3.21963
N  -1.60215  -9.56448  2.76688
C  -0.93277  -8.98655  1.61706
C  -1.71020  -8.88865  0.29927
C  -1.79022  -11.00379  2.74082
C  -2.94933  -11.56436  1.90667
H  -2.42087  -9.20418  5.31899
H  -4.00331  -8.51603  4.93975
H  -3.68145  -10.20703  4.58647
H  -2.43125  -7.74532  3.27226
H  -3.58606  -8.82821  2.51171
H  -0.00593  -9.53952  1.44308
H  -0.61653  -7.97683  1.90002
H  -1.82569  -9.85888  -0.18174
H  -1.16521  -8.24944  -0.39872
H  -2.69834  -8.44922  0.43813
H  -1.91939  -11.34441  3.77145
H  -0.85470  -11.46145  2.41122
H  -3.88169  -11.02805  2.08767
H  -3.11922  -12.60902  2.17440
H  -2.74098  -11.53686  0.83836

Atoms 1-6, force components in eV/Å:
C -0.43 0.06 -0.11
C 0.55 0.19 1.32
O -0.21 0.12 -1.35
N -0.75 -1.21 0.79
C -0.59 0.52 0.93
C -0.04 -0.48 -0.44